{"formula": "C18H32Br2NO5", "method": "ωB97M-V/def2-TZVPD", "symbols": ["C", "C", "Br", "C", "Br", "O", "C", "O", "C", "C", "C", "N", "C", "C", "H", "H", "H", "H", "H", "H", "H", "H", "C", "C", "C", "O", "H", "H", "H", "H", "H", "H", "H", "H", "C", "C", "C", "O", "H", "H", "H", "H", "H", "H", "H", "H", "C", "C", "C", "O", "H", "H", "H", "H", "H", "H", "H", "H"], "coordinates": [[-4.312771, -4.160088, 3.017732], [-3.149887, -4.964302, 2.470986], [-3.248724, -6.872368, 2.485907], [-2.076385, -4.347235, 1.984976], [-0.552456, -5.300741, 1.323137], [-2.092658, -2.948946, 1.955435], [-1.077993, -2.387889, 2.666966], [-0.420484, -2.922487, 3.514759], [-0.812935, -0.937907, 2.275028], [-1.039923, 0.128959, 3.138892], [-0.792694, 1.388419, 2.651803], [-0.356335, 1.545807, 1.403324], [-0.129269, 0.539768, 0.561929], [-0.348878, -0.746691, 0.966181], [-4.754732, -4.732710, 3.844420], [-5.084747, -3.976408, 2.261402], [-4.006337, -3.199802, 3.441806], [-1.419523, -0.026949, 4.144732], [-0.972729, 2.277120, 3.252193], [-0.181614, 2.483555, 1.044990], [0.204199, 0.695844, -0.469851], [-0.182981, -1.607776, 0.323625], [-2.643777, 4.260735, -0.894448], [-1.452893, 4.338551, -1.838355], [-1.878640, 4.777841, -3.228516], [-0.812276, 3.057127, -1.914025], [-3.373866, 3.529326, -1.251953], [-2.327101, 3.935748, 0.100713], [-3.138786, 5.227436, -0.801486], [-0.715589, 5.038253, -1.442222], [-2.584087, 4.062692, -3.661056], [-1.017730, 4.821082, -3.896046], [-2.350989, 5.760257, -3.204912], [-1.453328, 2.428913, -2.265834], [3.879797, -0.000277, 0.438940], [4.221718, 0.340169, 1.880558], [3.873075, -0.804898, 2.818692], [3.510529, 1.515697, 2.276848], [2.804874, -0.186151, 0.331289], [4.125171, 0.832074, -0.221203], [4.422108, -0.884817, 0.100823], [5.284532, 0.568670, 1.960771], [2.798554, -1.018946, 2.785704], [4.114652, -0.542942, 3.849223], [4.415826, -1.713292, 2.554094], [2.570977, 1.320690, 2.209985], [-0.054350, -1.211875, -3.651577], [1.186413, -0.331982, -3.633653], [2.302408, -0.933989, -4.469910], [1.636633, -0.161766, -2.282698], [0.164738, -2.198485, -3.232332], [-0.846516, -0.772807, -3.039489], [-0.432007, -1.342844, -4.665785], [0.938250, 0.660481, -4.011960], [2.596731, -1.911300, -4.076683], [3.187802, -0.298219, -4.440885], [1.994946, -1.056169, -5.508824], [1.862058, -1.032154, -1.934158]], "forces_ev_per_a": [[-0.2, -0.7, 0.5], [-0.1, 0.3, -0.1], [-0.2, 0.9, 0.0], [-0.2, -1.2, 0.2], [-0.5, 1.0, 0.1], [1.4, 0.0, -0.3], [0.4, 0.4, 1.0], [-0.5, 0.2, -0.6], [-0.5, -1.0, -0.7], [0.1, -0.4, -0.1], [-0.3, 0.2, 0.9], [0.3, 0.8, -0.6], [0.4, -0.8, -1.4], [-0.3, -0.2, 1.1], [-0.1, 0.2, -0.3], [0.2, -0.2, 0.1], [0.1, -0.2, -0.2], [0.1, 0.1, -0.2], [0.2, -0.1, -0.3], [-0.1, -0.1, 0.0], [0.1, 0.6, 0.4], [0.0, 0.3, -0.1], [0.1, 0.0, 0.1], [-0.6, -0.1, -0.3], [0.2, 0.0, -0.1], [0.3, -0.1, 0.5], [0.0, 0.1, -0.1], [0.0, 0.1, 0.0], [0.0, 0.0, 0.0], [0.1, -0.2, 0.0], [-0.1, 0.0, 0.1], [0.0, 0.1, 0.1], [0.0, 0.0, 0.0], [0.0, 0.1, -0.1], [0.2, 0.2, -0.1], [-0.6, -0.4, -0.1], [0.1, 0.0, 0.2], [0.2, 0.3, 0.0], [0.0, -0.1, 0.1], [0.0, 0.0, 0.0], [0.0, 0.0, 0.0], [-0.1, 0.2, 0.1], [0.0, 0.0, -0.1], [0.0, 0.0, 0.0], [0.0, 0.0, 0.0], [0.0, -0.1, 0.0], [-0.1, 0.1, 0.1], [0.0, -0.7, -0.1], [0.2, 0.2, 0.0], [-0.3, 0.4, 0.4], [0.1, 0.0, -0.1], [0.0, 0.0, -0.1], [0.0, 0.0, 0.0], [0.1, 0.1, 0.2], [-0.1, 0.0, 0.0], [-0.1, 0.0, 0.0], [0.0, 0.0, 0.0], [0.1, 0.0, -0.2]], "lumo_energy_ev": -4.598, "e_tot_ha": -6283.780732, "fmax_ev_per_a": 1.63, "total_charge": 1}

=====

{"formula": "C18H32F6LiO15P", "method": "ωB97M-V/def2-TZVPD", "symbols": ["Li", "P", "F", "F", "F", "F", "F", "F", "C", "C", "O", "C", "O", "O", "H", "H", "H", "H", "C", "C", "O", "C", "O", "O", "H", "H", "H", "H", "C", "C", "O", "C", "O", "O", "C", "H", "H", "H", "H", "H", "H", "H", "H", "C", "C", "O", "C", "O", "O", "C", "H", "H", "H", "H", "H", "H", "H", "H", "C", "C", "O", "C", "O", "O", "C", "H", "H", "H", "H", "H", "H", "H", "H"], "coordinates": [[0.386151, -0.076586, 0.563077], [3.034262, -1.531061, 2.343773], [3.437906, -0.321560, 3.372653], [1.724099, -1.767138, 3.296543], [2.162183, -0.508882, 1.406102], [2.578728, -2.694947, 1.298316], [4.375168, -1.194812, 1.510285], [3.866573, -2.605006, 3.223713], [-2.039431, 1.711386, -3.876845], [-3.312096, 1.972395, -3.001622], [-2.867669, 1.624446, -1.711957], [-1.711606, 0.977616, -1.746668], [-1.173667, 0.515530, -0.784824], [-1.273514, 0.848543, -2.993403], [-1.334810, 2.499931, -4.130119], [-2.368466, 1.195054, -4.776230], [-4.108421, 1.260569, -3.219652], [-3.589731, 3.023145, -3.046328], [-0.421028, -5.109614, -1.721463], [-0.622307, -4.376715, -3.053663], [-0.624738, -3.018361, -2.702653], [-0.034951, -2.880260, -1.496860], [0.328245, -1.855849, -1.015702], [0.231319, -4.080299, -0.959943], [0.297011, -5.926144, -1.729164], [-1.360429, -5.412426, -1.257896], [-1.552011, -4.716596, -3.514330], [0.145427, -4.621232, -3.792823], [2.398977, -0.815790, -4.393663], [1.859647, 0.205333, -3.398088], [2.907566, 0.787781, -2.644516], [2.617744, 1.227235, -1.419120], [1.611863, 1.004148, -0.802085], [3.725862, 1.813104, -0.968742], [3.850878, 2.097353, 0.395632], [1.595207, -1.087382, -5.075196], [2.841862, -1.673868, -3.888768], [3.214830, -0.378216, -4.974363], [1.057211, -0.293872, -2.856768], [1.356259, 1.006535, -3.947217], [2.985558, 2.588997, 0.850916], [4.678384, 2.791920, 0.546776], [4.068156, 1.214345, 1.000873], [-0.260865, 4.638056, 0.281512], [-1.354136, 3.648754, 0.729163], [-1.147288, 3.283021, 2.083859], [-0.261340, 2.302700, 2.338110], [0.380476, 1.698625, 1.531602], [-0.264069, 2.102779, 3.636410], [0.775136, 1.263965, 4.127754], [-0.661520, 5.114393, -0.615505], [0.653728, 4.110373, 0.019954], [-0.128061, 5.324862, 1.112400], [-1.514323, 2.796242, 0.073647], [-2.333957, 4.133532, 0.726481], [1.802426, 1.562050, 3.921635], [0.727435, 0.224494, 3.796061], [0.609376, 1.213194, 5.203571], [-3.645734, 0.947691, 2.048426], [-3.138582, 0.074500, 3.173194], [-2.903547, -1.258712, 2.767998], [-1.731626, -1.644211, 2.318135], [-0.800197, -0.938595, 2.013585], [-1.723138, -2.957225, 2.262364], [-0.484875, -3.613805, 2.208075], [-3.652024, 2.017306, 2.244893], [-4.534520, 0.574005, 1.541509], [-2.885619, 0.911362, 1.254035], [-3.910694, 0.036004, 3.944544], [-2.274232, 0.499471, 3.681973], [-0.587738, -4.687568, 2.055050], [0.071047, -3.525562, 3.147119], [0.236260, -3.270452, 1.464457]], "forces_ev_per_a": [[0.2, 0.0, -0.1], [0.6, -0.4, 1.0], [-0.2, 0.0, -0.5], [0.1, -0.3, -0.6], [0.1, 0.4, 0.2], [0.2, 0.1, 0.5], [-0.4, -0.1, -0.4], [-0.4, 0.2, -0.2], [-0.5, -0.8, 0.7], [1.2, 0.1, -0.8], [-0.5, 0.9, 1.1], [0.5, -1.0, 0.5], [-0.3, 0.3, 0.0], [0.0, 0.0, -1.1], [-0.6, 0.6, 0.1], [0.5, -0.3, 0.0], [-0.1, 0.4, -0.5], [-0.4, -0.2, 0.2], [0.8, 0.6, -0.1], [-0.4, -2.0, -0.5], [-0.3, 0.5, -0.1], [1.2, -0.2, 0.2], [-0.5, 0.3, 0.0], [-0.6, -0.1, 0.4], [-0.3, -0.2, -0.3], [0.1, 0.1, 0.1], [-0.2, 0.6, 0.1], [0.3, 0.4, 0.2], [0.8, 0.8, 0.2], [-1.0, -0.5, -1.2], [-0.2, 0.0, 0.0], [1.0, -1.0, 0.6], [-0.2, 0.5, -0.3], [-0.2, 0.2, -0.9], [0.0, 0.5, 2.0], [0.0, -0.3, 0.1], [-0.3, -0.2, 0.0], [-0.1, 0.0, -0.1], [0.4, 0.3, 0.9], [0.1, 0.1, -0.1], [-0.3, -0.2, -0.4], [0.1, -0.1, -0.5], [-0.1, -0.2, -0.4], [-1.1, -1.1, -0.2], [-0.1, 0.7, -0.5], [0.1, -0.6, 0.4], [-1.0, 0.5, 0.2], [0.3, 0.0, -0.6], [0.3, 0.3, 0.2], [0.4, -1.5, 1.1], [0.3, 0.4, 0.1], [0.1, 0.1, 0.2], [0.2, 0.3, -0.2], [0.6, -0.3, 0.2], [0.2, 0.3, 0.2], [-0.3, 0.6, -0.2], [-0.4, 0.2, -0.4], [0.1, 0.3, 0.0], [1.5, -0.1, -1.6], [-0.7, 1.2, 0.7], [-0.8, -0.5, 0.2], [0.8, 0.1, -0.1], [-0.1, 0.5, -0.1], [-0.9, -0.6, -0.1], [2.4, -0.7, 0.3], [-0.5, -0.1, 0.6], [-0.3, 0.1, 0.5], [0.0, -0.2, 0.0], [0.0, -0.5, 0.0], [0.3, 0.0, -0.4], [-0.8, 0.1, -0.1], [-0.4, 0.3, 0.1], [-0.5, 0.4, -0.2]], "lumo_energy_ev": -0.054, "e_tot_ha": -2782.127245, "fmax_ev_per_a": 2.49, "total_charge": 0, "de_lowest_kcal_mol": 22.77}

=====

{"formula": "C18H32IN2O3PPd", "method": "ωB97M-V/def2-TZVPD", "symbols": ["Pd", "C", "C", "C", "C", "H", "H", "H", "H", "H", "H", "H", "H", "H", "I", "C", "H", "H", "C", "C", "O", "P", "O", "C", "C", "O", "C", "C", "H", "H", "H", "H", "H", "H", "H", "H", "H", "H", "H", "H", "H", "H", "H", "N", "C", "N", "C", "C", "C", "C", "C", "C", "H", "H", "H", "H", "H", "H"], "coordinates": [[0.284604, 0.252708, -1.570573], [-2.723977, -0.443382, -2.520517], [-1.873501, -0.396544, -3.788188], [-1.951466, 1.002022, -4.389289], [-0.424709, -0.758017, -3.461225], [-3.764286, -0.129559, -2.686890], [-2.278872, 0.211375, -1.768747], [-2.715694, -1.447413, -2.079028], [-2.309669, -1.090498, -4.530906], [-1.455691, 1.709692, -3.716932], [-2.982065, 1.344065, -4.531253], [-1.425282, 1.043270, -5.348397], [0.196781, -0.575537, -4.343231], [-0.350340, -1.840995, -3.260407], [-2.509983, 3.109927, -0.384231], [-0.360863, 2.869252, -0.612628], [-0.340773, 2.073109, -1.369341], [-0.024252, 3.787308, -1.077581], [-2.493348, -1.551341, 3.192544], [-1.333726, -0.749837, 2.620390], [-0.377988, -1.574046, 1.981634], [-0.012976, -1.149897, 0.265688], [1.458330, -1.870678, 0.350001], [2.494058, -1.223199, 1.079155], [2.704043, -1.936886, 2.404107], [-0.787105, -2.418935, -0.394988], [-0.646193, -3.744715, 0.064688], [-2.001518, -4.424593, -0.019967], [-3.214340, -0.875162, 3.653657], [-2.163981, -2.258582, 3.962532], [-2.989189, -2.105823, 2.393195], [-0.856481, -0.170492, 3.419901], [-1.730433, -0.003653, 1.922307], [2.254395, -0.172264, 1.255958], [3.390740, -1.248141, 0.454466], [1.764964, -1.955816, 2.955866], [3.458297, -1.417778, 3.000745], [3.035434, -2.964351, 2.250897], [-0.277182, -3.761397, 1.089524], [0.091059, -4.251234, -0.570162], [-2.687756, -4.001680, 0.715042], [-1.919906, -5.506569, 0.162747], [-2.434061, -4.261817, -1.010044], [3.966311, 2.549163, 0.250884], [3.539977, 1.587076, -0.644478], [2.237284, 1.473537, -0.623859], [1.792266, 2.380734, 0.316170], [0.356828, 2.585601, 0.693233], [0.291669, 3.681656, 1.729079], [1.385713, 4.335083, 2.219549], [2.727029, 4.083071, 1.842023], [2.846566, 3.071912, 0.860976], [4.913646, 2.821243, 0.436219], [4.209498, 1.018659, -1.268103], [-0.075676, 1.649004, 1.073292], [-0.685829, 3.923970, 2.128641], [1.204717, 5.106856, 2.966774], [3.574902, 4.610537, 2.259081]], "forces_ev_per_a": [[0.5, -1.5, -0.1], [-0.2, -0.3, 0.0], [0.0, 0.1, 0.2], [0.1, 0.1, 0.0], [0.0, 0.0, 0.6], [0.0, -0.1, -0.1], [0.0, 0.1, 0.0], [0.0, 0.1, -0.1], [-0.1, 0.0, 0.0], [0.0, 0.0, 0.0], [-0.1, 0.0, -0.1], [0.0, 0.0, 0.0], [0.1, 0.1, -0.2], [0.0, 0.1, 0.1], [-0.1, 0.2, 0.1], [-0.6, 0.6, -0.2], [0.1, -0.1, 0.1], [0.0, 0.3, 0.1], [0.1, -0.1, 0.0], [0.1, 0.0, -0.2], [-0.1, 0.3, -0.4], [-0.1, 0.7, -0.3], [0.4, -0.3, 0.1], [-0.2, -0.2, 0.1], [0.1, 0.1, 0.0], [-0.3, -0.2, 0.0], [0.0, -0.2, 0.0], [0.0, -0.2, -0.1], [-0.1, 0.1, 0.0], [0.1, 0.0, -0.1], [0.0, 0.0, 0.0], [0.1, -0.1, 0.1], [0.0, 0.0, -0.1], [-0.1, 0.0, 0.0], [0.0, 0.0, 0.0], [0.0, 0.0, 0.0], [0.1, 0.0, 0.0], [0.0, -0.1, -0.1], [0.1, 0.0, 0.1], [-0.1, 0.0, 0.0], [0.0, 0.0, 0.0], [0.0, 0.2, 0.0], [0.0, -0.1, 0.0], [-0.1, -0.1, -0.2], [-0.3, -0.1, -0.1], [0.2, 0.1, 0.0], [-0.2, -0.3, -0.1], [0.1, -0.1, 0.1], [0.0, 0.2, 0.1], [0.1, 0.0, 0.0], [0.2, 0.1, 0.1], [0.3, 0.5, 0.5], [0.0, 0.0, 0.0], [0.0, 0.0, 0.0], [0.0, 0.0, 0.0], [-0.1, 0.0, 0.0], [0.0, 0.0, 0.0], [0.0, 0.0, 0.0]], "lumo_energy_ev": 4.510, "e_tot_ha": -1807.182442, "fmax_ev_per_a": 1.57, "total_charge": -2, "de_lowest_kcal_mol": 25.98}